1.
The following is a DFT calculation (ωB97M-V with the def2-TZVPD basis set) of one molecule with the formula C4H12N2S.

The geometry in ORCA input format:
```
! wB97M-V def2-TZVPD RIJCOSX def2/J DEFGRID3
* xyz 0 1
N -2.31941 -1.13430 0.90744
C -2.20437 -0.15196 -0.16522
C -1.13997 0.87975 0.16628
N 0.18946 0.26124 0.28783
C 1.18023 0.70949 -0.65331
C 2.43188 -0.14115 -0.59716
S 3.20047 -0.24391 1.02874
H -1.38840 -1.47880 1.11617
H -2.86577 -1.93709 0.61110
H -3.16381 0.35165 -0.30764
H -1.93559 -0.61896 -1.11433
H -1.14966 1.59888 -0.65117
H -1.37543 1.34927 1.11482
H 0.51671 0.33324 1.24480
H 0.76942 0.60820 -1.66183
H 1.47621 1.76069 -0.52657
H 3.14480 0.22993 -1.33245
H 2.20658 -1.14250 -0.94650
H 2.42662 -1.23366 1.47899
*
```

Summary:
SMILES: NCCNCCS
Gap between HOMO and LUMO: 9.75 eV
Highest occupied orbital energy: -8.80 eV
ΔE to the lowest compared entry with this formula, charge and spin: 26.6 kJ/mol

2.
The following is a DFT calculation (ωB97M-V with the def2-TZVPD basis set) of C6H13N3 as an isolated structure.

The geometry in ORCA input format:
```
! wB97M-V def2-TZVPD RIJCOSX def2/J DEFGRID3
* xyz 0 1
C -0.99884 -1.24902 -0.07855
C -2.10393 -0.27965 -0.38121
N -0.29001 -1.74151 -1.09330
C 0.34717 -0.07628 1.15340
C 1.19918 -0.88649 1.78417
H -1.17312 -1.89896 0.76895
H 0.34273 -0.92745 -1.59443
H 0.29359 -2.52925 -0.82957
H -0.27424 0.59773 1.74163
H -2.28578 0.41496 0.43749
H -3.02052 -0.85609 -0.54521
H -1.90349 0.28098 -1.29085
H 1.29913 -0.92491 2.86536
H 1.84752 -1.55976 1.22384
C 1.09940 0.87010 -0.41979
C 0.10351 1.97472 -0.59609
N 1.33858 0.11519 -1.51193
N -0.07512 2.97366 0.16437
H 2.24631 -0.33935 -1.44065
H 0.55085 2.93488 0.97460
H 1.95345 1.19531 0.17213
H -0.49639 1.91119 -1.50434
*
```

Summary:
Gap between HOMO and LUMO (spin up / spin down): 8.13 / 8.13 eV
Highest occupied orbital energy (spin up / spin down): -8.18 / -8.18 eV
ΔE to the lowest compared entry with this formula, charge and spin: 486.1 kJ/mol

3.
The following is a DFT calculation (ωB97M-V with the def2-TZVPD basis set) of C5H6LiO3 as an isolated structure.

The geometry in ORCA input format:
```
! wB97M-V def2-TZVPD RIJCOSX def2/J DEFGRID3
* xyz 0 2
C 2.21502 1.20113 1.78139
C 0.72271 1.21511 1.76911
C 0.09285 0.05472 1.04482
C -0.85632 0.09912 0.08243
O -0.77106 -0.26937 -1.13061
Li -2.19725 -0.55733 -1.68787
H 2.78204 1.84247 2.46027
H 2.78461 0.55933 1.10651
H 0.36431 2.14745 1.28327
H 0.36354 1.28503 2.81210
H 0.38839 -0.96620 1.32953
O -0.48628 -2.78260 -4.42767
O -2.04006 -1.52818 -3.22966
C -1.35941 -2.30097 -3.81548
H -2.00310 0.00031 0.62183
*
```

Summary:
Gap between HOMO and LUMO (spin up / spin down): 4.95 / 4.92 eV
Expectation value of S²: 0.762
Highest occupied orbital energy (spin up / spin down): -5.62 / -5.58 eV
ΔE to the lowest compared entry with this formula, charge and spin: 305.5 kJ/mol

4.
The following is a DFT calculation (ωB97M-V with the def2-TZVPD basis set) of a 2-piece molecular cluster, C6H7NO6 overall.

The geometry in ORCA input format:
```
! wB97M-V def2-TZVPD RIJCOSX def2/J DEFGRID3
* xyz 0 1
N -1.43482 0.72662 0.41958
O -1.76940 0.40210 -1.13094
O -1.99004 1.71338 0.71928
C 0.14099 -0.25286 -2.31247
C -0.72197 0.87716 -1.92248
C 0.05978 1.84772 -1.07493
C 0.35815 -0.69428 2.43129
C 1.70037 -1.17847 2.24816
C 0.32974 -1.21689 -1.27407
O 0.96689 -1.10763 -0.21129
O 2.68237 -0.58434 2.72136
O 0.54152 1.54714 -0.00605
O -0.69076 -1.32616 1.94977
H 0.56959 -0.34554 -3.31738
H -1.18647 1.44501 -2.73508
H 0.16347 2.89424 -1.45998
H 0.20897 0.19690 3.04469
H 1.77620 -2.10406 1.65713
H -0.27844 -2.14671 -1.47547
H -1.42613 -0.69333 1.72887
*
```

Summary:
Gap between HOMO and LUMO (spin up / spin down): 5.91 / 7.52 eV
Highest occupied orbital energy (spin up / spin down): -7.61 / -8.94 eV
ΔE to the lowest compared entry with this formula, charge and spin: 138.5 kJ/mol

5.
The following is a DFT calculation (ωB97M-V with the def2-TZVPD basis set) of AlS4SbSe4 as an isolated structure.

The geometry in ORCA input format:
```
! wB97M-V def2-TZVPD RIJCOSX def2/J DEFGRID3
* xyz -2 1
Al -0.21070 -0.09550 0.25470
Se 2.24180 2.67100 4.07400
Sb 0.33680 2.48610 2.58900
Se -0.17650 -0.07180 2.79370
Se -0.00350 1.91850 -0.73770
Se -1.77450 1.22100 3.87990
S 1.69440 -1.43870 0.22900
S 0.70200 -3.21250 0.56600
S -0.84630 -3.15750 -0.79660
S -1.97020 -1.53390 -0.21590
*
```

Summary:
Gap between HOMO and LUMO: 5.73 eV
Highest occupied orbital energy: -0.98 eV

6.
The following is a DFT calculation (ωB97M-V with the def2-TZVPD basis set) of a 6-piece molecular cluster, C31H79N7O11 overall.

The geometry in ORCA input format:
```
! wB97M-V def2-TZVPD RIJCOSX def2/J DEFGRID3
* xyz 0 1
C 2.77103 2.21806 -1.72390
O 1.41306 2.25931 -1.72765
C 0.80731 2.73575 -2.92546
C -0.66157 2.96316 -2.59378
N -0.88310 3.94529 -1.54353
C -2.30583 4.31544 -1.56392
C -2.59570 5.66672 -1.04921
O -2.78869 5.56521 0.36473
C -3.18856 6.80011 0.86807
H 3.10248 2.26030 -0.68606
H 3.33832 2.98721 -2.25378
H 3.17428 1.27439 -2.16693
H 0.81052 1.97147 -3.78436
H 1.24112 3.66943 -3.19454
H -1.12531 1.97505 -2.40342
H -1.06982 3.43754 -3.51836
H -0.67293 3.56691 -0.61462
H -2.82874 3.67301 -0.81662
H -2.68706 4.03936 -2.57604
H -3.52558 6.05990 -1.50323
H -1.76337 6.41853 -1.36768
H -3.77904 6.60664 1.77307
H -3.92400 7.21949 0.21085
H -2.40633 7.45490 1.09554
C 1.73214 4.83376 0.89757
O 1.06765 4.58041 2.14758
C -0.29749 4.96961 2.15709
C -0.87406 4.83934 3.54253
N -0.58297 3.55445 4.15114
C -1.41291 3.15656 5.24507
C -1.33940 1.70737 5.61091
O -1.63038 0.84686 4.52186
C -1.82047 -0.44878 5.05084
H 1.41706 3.99673 0.26773
H 2.82971 4.63426 1.06697
H 1.63804 5.79400 0.44607
H -0.87381 4.42194 1.39090
H -0.32874 6.03378 1.88372
H -1.91938 4.97058 3.49142
H -0.51233 5.70955 4.10010
H 0.40797 3.40506 4.26949
H -2.38453 3.22551 4.79752
H -1.24275 3.77741 6.10322
H -2.09047 1.51273 6.35425
H -0.38975 1.50589 6.03422
H -1.96906 -1.08854 4.18581
H -2.69211 -0.40123 5.71467
H -0.96108 -0.83803 5.58247
C 0.51773 -1.29511 -4.25453
O -0.29228 -2.49094 -4.35633
C -0.75032 -2.78132 -5.68333
C -1.70964 -3.95020 -5.42476
N -1.16175 -4.99323 -4.62957
C -0.07911 -5.83467 -5.22244
C 1.21425 -5.73734 -4.49951
O 1.14583 -6.48073 -3.30252
C 2.14559 -5.96961 -2.45638
H 1.58495 -1.48727 -4.08673
H 0.16533 -0.81165 -3.36756
H 0.52638 -0.68857 -5.08170
H 0.08357 -3.02052 -6.28123
H -1.16981 -1.87349 -6.11580
H -2.14477 -4.38717 -6.29376
H -2.56726 -3.48368 -4.88339
H -0.85168 -4.60315 -3.75663
H 0.15895 -5.52123 -6.25223
H -0.30552 -6.91152 -5.29490
H 1.39721 -4.66916 -4.23252
H 2.08020 -6.15315 -5.14671
H 2.00324 -4.91476 -2.43774
H 3.17151 -6.12381 -2.85535
H 2.16671 -6.34490 -1.44784
C 3.05778 0.32769 5.23404
O 3.34544 -0.14027 3.89389
C 2.46459 0.45820 2.97875
C 3.03295 0.03758 1.59658
N 4.38842 0.57850 1.43127
C 4.99317 0.13972 0.19455
C 6.52342 0.24342 0.28914
O 6.99038 1.43287 -0.39209
C 6.75369 2.59071 0.34591
H 3.26417 1.38565 5.34085
H 3.65678 -0.24351 5.92842
H 1.98047 0.12499 5.40322
H 2.45634 1.53706 3.06228
H 1.43804 0.10679 3.09961
H 2.34511 0.35123 0.83705
H 3.06037 -1.06385 1.55594
H 4.88618 0.22067 2.22024
H 4.61595 0.76090 -0.65898
H 4.77584 -0.91480 0.00357
H 7.01480 -0.51130 -0.32209
H 6.90273 0.14015 1.31367
H 7.03283 2.36708 1.43571
H 5.65868 2.72370 0.46961
H 7.27413 3.45673 -0.03797
C -2.31009 -7.03011 -2.18880
O -2.44786 -6.46916 -0.87535
C -1.50823 -5.43372 -0.76547
C -1.89420 -4.72454 0.57560
N -2.93392 -3.73505 0.33864
C -3.73354 -3.39833 1.52941
C -4.96385 -2.52362 1.15760
O -4.54903 -1.27264 0.58205
C -4.04500 -1.25214 -0.79576
H -2.44759 -6.30510 -2.99148
H -3.17276 -7.71573 -2.27667
H -1.33451 -7.53837 -2.25832
H -1.51293 -4.65423 -1.56378
H -0.49352 -5.90358 -0.70706
H -1.01567 -4.24210 1.02848
H -2.17613 -5.49267 1.30393
H -3.55949 -4.05299 -0.42007
H -3.05709 -2.75019 2.17950
H -4.17773 -4.39071 2.02026
H -5.70643 -2.34107 1.93432
H -5.48727 -3.13314 0.34197
H -2.91228 -1.35566 -0.92409
H -4.38346 -0.31458 -1.25022
H -4.47220 -2.09871 -1.28823
N 0.05801 1.81416 1.68231
C -0.86329 0.98200 1.00535
N -1.65032 0.09812 1.78310
O -0.90273 1.00091 -0.20403
H -0.22021 2.17088 2.59392
H 0.61758 2.46148 1.16919
H -1.70551 0.43307 2.76895
H -2.50361 -0.19760 1.34279
*
```

Summary:
SMILES: COCCNCCOC.COCCNCCOC.COCCNCCOC.COCCNCCOC.COCCNCCOC.NC(N)=O
Gap between HOMO and LUMO: 9.13 eV
Highest occupied orbital energy: -8.46 eV
ΔE to the lowest compared entry with this formula, charge and spin: 143.7 kJ/mol

Electronic energy across the listed records, respectively: -667.2847; -400.5079; -427.2146; -738.6976; -11681.4541; -2439.1681 hartree.